(1)
{
  "formula": "C5H5NO",
  "method": "the ωB97M-V functional and the def2-TZVPD basis",
  "species": ["N", "C", "C", "C", "C", "C", "O", "H", "H", "H", "H", "H"],
  "xyz": [[0.734, -1.611, -2.316], [0.549, -0.667, -1.670], [0.259, 0.512, -0.861], [0.953, 0.712, 0.450], [-0.516, 0.438, 0.458], [-1.026, -0.861, 0.925], [-2.046, -0.995, 1.554], [-0.216, 1.317, -1.367], [1.574, -0.114, 0.785], [1.290, 1.701, 0.725], [-1.170, 1.290, 0.668], [-0.385, -1.723, 0.648]],
  "mulliken_charge": [-0.415, 0.057, -0.001, -0.676, 0.069, -0.148, -0.472, 0.370, 0.289, 0.261, 0.375, 0.289],
  "de_lowest_kcal_mol": 35.2,
  "gap_ev": 10.96,
  "total_energy_ha": -323.46359,
  "lumo_ha": 0.0251
}

---

(2)
{
  "formula": "C5H5NO",
  "method": "the ωB97M-V functional and the def2-TZVPD basis",
  "species": ["O", "C", "C", "N", "C", "C", "C", "H", "H", "H", "H", "H"],
  "xyz": [[0.540, 2.146, 1.189], [0.296, 1.249, 0.455], [-0.965, 0.493, -0.143], [-0.104, 0.420, -1.347], [1.004, 0.116, -0.412], [0.552, -1.043, 0.459], [-0.759, -0.812, 0.603], [-1.961, 0.926, -0.209], [-0.331, -0.337, -1.995], [2.017, -0.034, -0.759], [1.186, -1.775, 0.955], [-1.476, -1.349, 1.204]],
  "mulliken_charge": [-0.503, 0.299, -0.148, -0.467, -0.263, -0.378, -0.515, 0.485, 0.270, 0.478, 0.366, 0.376],
  "de_lowest_kcal_mol": 58.5,
  "gap_ev": 10.66,
  "total_energy_ha": -323.42649,
  "lumo_ha": 0.0386
}

---

(3)
{
  "formula": "C5H5NO",
  "method": "the ωB97M-V functional and the def2-TZVPD basis",
  "species": ["N", "C", "C", "C", "O", "H", "H", "H", "C", "C", "H", "H"],
  "xyz": [[2.293, -0.991, 0.916], [1.262, -1.137, 0.413], [-0.048, -1.309, -0.211], [-1.177, -0.624, 0.555], [-2.249, -0.427, 0.041], [-0.278, -2.379, -0.281], [-0.036, -0.903, -1.226], [-0.962, -0.333, 1.600], [-0.285, 2.011, -0.593], [0.885, 2.051, -0.319], [-1.329, 1.952, -0.819], [1.925, 2.089, -0.075]],
  "mulliken_charge": [-0.412, 0.211, -0.249, -0.123, -0.455, 0.351, 0.261, 0.397, -0.415, -0.383, 0.423, 0.394],
  "de_lowest_kcal_mol": 67.0,
  "gap_ev": 11.23,
  "total_energy_ha": -323.41299,
  "lumo_ha": 0.0184
}

---

(4)
{
  "formula": "C5H5NO",
  "method": "the ωB97M-V functional and the def2-TZVPD basis",
  "species": ["C", "C", "C", "C", "C", "N", "O", "H", "H", "H", "H", "H"],
  "xyz": [[0.125, -1.028, -0.151], [-0.800, -0.211, -0.867], [2.837, 0.678, 0.431], [-1.605, 0.690, -0.316], [0.609, -0.870, 1.090], [-2.492, 1.381, 0.099], [2.854, 0.932, -0.719], [0.544, -1.932, -0.609], [-1.000, -0.476, -1.909], [0.343, 0.111, 1.629], [1.298, -1.576, 1.340], [-2.715, 2.301, -0.019]],
  "mulliken_charge": [0.187, -0.543, 0.198, 0.242, -1.127, -0.367, -0.201, 0.269, 0.351, 0.274, 0.446, 0.270],
  "de_lowest_kcal_mol": 70.0,
  "gap_ev": 8.81,
  "total_energy_ha": -323.40820,
  "lumo_ha": 0.0306
}

---

(5)
{
  "formula": "C5H5NO",
  "method": "the ωB97M-V functional and the def2-TZVPD basis",
  "species": ["N", "C", "C", "C", "C", "C", "O", "H", "H", "H", "H", "H"],
  "xyz": [[0.652, -1.562, -2.246], [0.439, -0.606, -1.630], [0.206, 0.576, -0.829], [0.977, 0.708, 0.452], [-0.495, 0.431, 0.517], [-1.059, -0.906, 0.869], [-2.214, -1.046, 1.187], [-0.036, 1.467, -1.399], [1.674, -0.094, 0.683], [1.312, 1.701, 0.732], [-1.150, 1.253, 0.787], [-0.368, -1.772, 0.796]],
  "mulliken_charge": [-0.436, 0.055, 0.085, -0.724, 0.050, -0.175, -0.466, 0.368, 0.290, 0.257, 0.360, 0.337],
  "de_lowest_kcal_mol": 31.5,
  "gap_ev": 11.05,
  "total_energy_ha": -323.46954,
  "lumo_ha": 0.0262
}

---

(6)
{
  "formula": "C5H5NO",
  "method": "the ωB97M-V functional and the def2-TZVPD basis",
  "species": ["O", "C", "C", "C", "N", "C", "C", "H", "H", "H", "H", "H"],
  "xyz": [[0.181, 0.474, -2.077], [-0.205, 0.334, -0.775], [-1.421, -0.122, -0.483], [-0.584, -1.879, 1.010], [0.426, -1.339, 1.357], [0.730, 0.738, 0.273], [1.044, -0.086, 1.288], [1.142, 0.458, -2.150], [0.904, 1.798, 0.205], [-1.899, 0.090, 0.464], [-2.000, -0.602, -1.251], [1.681, 0.136, 2.138]],
  "mulliken_charge": [-0.507, 0.665, -1.084, 0.022, -0.226, -0.505, -0.181, 0.339, 0.381, 0.394, 0.297, 0.406],
  "de_lowest_kcal_mol": 74.4,
  "gap_ev": 9.00,
  "total_energy_ha": -323.40113,
  "lumo_ha": 0.0066
}

---

(7)
{
  "formula": "C5H5NO",
  "method": "the ωB97M-V functional and the def2-TZVPD basis",
  "species": ["O", "C", "C", "C", "C", "C", "N", "H", "H", "H", "H", "H"],
  "xyz": [[2.013, -0.077, 0.424], [0.835, -0.262, 0.712], [0.380, -0.882, 1.971], [-0.330, -1.299, 2.854], [-0.295, -0.047, -0.219], [-0.468, 1.149, -1.863], [0.220, 0.011, -1.608], [-1.039, -1.611, 3.592], [-1.064, -0.812, -0.038], [0.091, 1.999, -2.297], [-1.512, 1.137, -2.199], [1.195, 0.275, -1.476]],
  "mulliken_charge": [-0.625, 0.487, -0.374, 0.013, -0.523, -0.135, -0.278, 0.395, 0.235, 0.230, 0.226, 0.351],
  "de_lowest_kcal_mol": 136.8,
  "gap_ev": [7.71, 7.07],
  "total_energy_ha": -323.30175,
  "lumo_ha": [-0.0244, -0.0413]
}

---

(8)
{
  "formula": "C5H5NO",
  "method": "the ωB97M-V functional and the def2-TZVPD basis",
  "species": ["N", "C", "C", "O", "C", "C", "C", "H", "H", "H", "H", "H"],
  "xyz": [[2.838, 1.381, 0.065], [2.064, 0.520, 0.083], [1.166, -0.584, -0.044], [-0.619, -0.781, 1.467], [-1.399, -0.248, 0.704], [-0.872, 0.717, -0.338], [0.004, -0.439, -0.708], [1.646, -1.544, -0.045], [-2.436, -0.357, 0.972], [-1.641, 1.033, -1.032], [-0.382, 1.568, 0.191], [-0.369, -1.266, -1.314]],
  "mulliken_charge": [-0.452, 0.323, -0.511, -0.422, 0.000, -0.413, -0.221, 0.346, 0.457, 0.299, 0.265, 0.330],
  "de_lowest_kcal_mol": 76.1,
  "gap_ev": 8.92,
  "total_energy_ha": -323.39836,
  "lumo_ha": -0.0071
}

---

(9)
{
  "formula": "C5H5NO",
  "method": "the ωB97M-V functional and the def2-TZVPD basis",
  "species": ["N", "C", "C", "O", "C", "C", "C", "H", "H", "H", "H", "H"],
  "xyz": [[-0.366, -1.224, -2.699], [-0.464, -0.424, -1.871], [-0.680, 0.510, -0.750], [-1.433, -0.217, 0.250], [-0.372, -0.139, 1.175], [0.983, -0.497, 0.704], [0.478, 0.801, 0.188], [-1.210, 1.402, -1.089], [-0.691, -0.310, 2.212], [1.703, -0.360, 1.506], [1.168, -1.339, 0.050], [0.885, 1.798, 0.324]],
  "mulliken_charge": [-0.446, 0.039, 0.304, -0.410, -0.094, -0.649, -0.316, 0.331, 0.404, 0.257, 0.248, 0.332],
  "de_lowest_kcal_mol": 69.9,
  "gap_ev": 10.37,
  "total_energy_ha": -323.40827,
  "lumo_ha": 0.0314
}

---

(10)
{
  "formula": "C5H5NO",
  "method": "the ωB97M-V functional and the def2-TZVPD basis",
  "species": ["C", "C", "C", "C", "C", "N", "O", "H", "H", "H", "H", "H"],
  "xyz": [[-1.126, -1.816, -1.063], [0.763, 1.001, 0.365], [-0.705, 1.301, 0.353], [0.958, -0.489, 0.094], [-0.296, -1.221, -0.184], [-1.897, -2.204, -1.838], [0.358, -1.406, 0.978], [1.277, 1.539, -0.433], [1.213, 1.270, 1.324], [-1.278, 1.186, 1.253], [-1.179, 1.657, -0.541], [1.912, -0.818, -0.308]],
  "mulliken_charge": [0.232, -0.260, -0.926, -0.026, 0.184, -0.473, -0.387, 0.281, 0.267, 0.352, 0.352, 0.403],
  "de_lowest_kcal_mol": 121.1,
  "gap_ev": [8.21, 8.46],
  "total_energy_ha": -323.32672,
  "lumo_ha": [-0.0221, -0.0038]
}

---

(11)
{
  "formula": "C5H5NO",
  "method": "the ωB97M-V functional and the def2-TZVPD basis",
  "species": ["N", "C", "C", "C", "C", "C", "O", "H", "H", "H", "H", "H"],
  "xyz": [[-0.037, -1.503, -2.511], [0.053, -0.640, -1.746], [0.115, 0.511, -0.865], [1.064, 0.606, 0.294], [-0.414, 0.429, 0.550], [-0.737, -0.900, 1.148], [-0.458, -1.957, 0.639], [-0.086, 1.442, -1.390], [1.685, -0.260, 0.507], [1.506, 1.573, 0.516], [-0.983, 1.280, 0.918], [-1.168, -0.854, 2.165]],
  "mulliken_charge": [-0.430, 0.103, 0.033, -0.707, -0.080, -0.124, -0.452, 0.380, 0.287, 0.269, 0.381, 0.340],
  "de_lowest_kcal_mol": 34.1,
  "gap_ev": 10.87,
  "total_energy_ha": -323.46540,
  "lumo_ha": 0.0238
}

---

(12)
{
  "formula": "C5H5NO",
  "method": "the ωB97M-V functional and the def2-TZVPD basis",
  "species": ["N", "C", "C", "C", "C", "C", "O", "H", "H", "H", "H", "H"],
  "xyz": [[0.367, -1.619, -2.171], [0.268, -0.628, -1.582], [0.148, 0.585, -0.797], [1.056, 0.702, 0.400], [-0.441, 0.411, 0.580], [-1.096, -1.004, 0.864], [-2.184, -1.396, 0.518], [-0.108, 1.469, -1.365], [1.832, -0.053, 0.529], [1.432, 1.714, 0.597], [-1.000, 1.244, 0.995], [-0.275, -1.424, 1.433]],
  "mulliken_charge": [-0.430, 0.092, 0.079, -0.699, -0.193, -0.008, -0.447, 0.389, 0.291, 0.262, 0.353, 0.311],
  "de_lowest_kcal_mol": 48.6,
  "gap_ev": 10.71,
  "total_energy_ha": -323.44225,
  "lumo_ha": 0.0161
}

---

(13)
{
  "formula": "C5H5NO",
  "method": "the ωB97M-V functional and the def2-TZVPD basis",
  "species": ["C", "C", "C", "O", "C", "C", "N", "H", "H", "H", "H", "H"],
  "xyz": [[-0.073, -1.378, 1.452], [-0.707, -1.006, 0.485], [-0.764, -0.109, -0.654], [-1.801, 0.830, -0.586], [0.751, 0.707, -0.824], [1.537, 0.392, 0.337], [1.791, -0.122, 1.345], [0.303, -1.886, 2.306], [-0.886, -0.652, -1.593], [-1.967, 1.037, 0.344], [1.292, 0.410, -1.736], [0.523, 1.777, -0.875]],
  "mulliken_charge": [0.006, -0.785, 0.328, -0.549, -0.552, 0.415, -0.515, 0.456, 0.272, 0.369, 0.293, 0.262],
  "de_lowest_kcal_mol": 80.9,
  "gap_ev": 10.61,
  "total_energy_ha": -323.39074,
  "lumo_ha": 0.0284
}

---

(14)
{
  "formula": "C5H5NO",
  "method": "the ωB97M-V functional and the def2-TZVPD basis",
  "species": ["C", "C", "C", "C", "N", "C", "O", "H", "H", "H", "H", "H"],
  "xyz": [[-1.759, -0.962, -1.350], [-1.072, -0.339, -0.584], [-0.191, 0.572, 0.160], [-0.757, 1.014, 1.445], [-1.133, 1.377, 2.476], [1.232, -0.004, 0.388], [1.815, -0.413, -0.815], [-2.389, -1.492, -2.030], [-0.097, 1.449, -0.489], [1.187, -0.812, 1.132], [1.861, 0.793, 0.794], [1.305, -1.164, -1.150]],
  "mulliken_charge": [0.217, -1.007, 0.705, 0.090, -0.412, -0.689, -0.497, 0.425, 0.168, 0.320, 0.351, 0.329],
  "de_lowest_kcal_mol": 56.9,
  "gap_ev": 11.42,
  "total_energy_ha": -323.42909,
  "lumo_ha": 0.0242
}

---

(15)
{
  "formula": "C5H5NO",
  "method": "the ωB97M-V functional and the def2-TZVPD basis",
  "species": ["C", "C", "C", "C", "C", "N", "O", "H", "H", "H", "H", "H"],
  "xyz": [[-2.356, 0.409, -0.491], [-2.458, 0.754, 0.630], [1.249, 0.455, -0.265], [1.386, -0.974, -0.696], [1.037, -1.369, 0.776], [0.794, -0.068, 1.011], [1.547, 1.563, -0.568], [-2.054, 0.154, -1.461], [0.534, -1.249, -1.226], [2.259, -1.133, -1.215], [-2.420, 0.884, 1.682], [0.483, 0.575, 1.822]],
  "mulliken_charge": [-0.407, -0.343, 0.320, -0.367, -0.357, 0.117, -0.513, 0.383, 0.202, 0.350, 0.372, 0.243],
  "de_lowest_kcal_mol": 124.5,
  "gap_ev": 9.96,
  "total_energy_ha": -323.32121,
  "lumo_ha": 0.0205
}

---

(16)
{
  "formula": "C5H5NO",
  "method": "the ωB97M-V functional and the def2-TZVPD basis",
  "species": ["C", "C", "C", "C", "C", "N", "O", "H", "H", "H", "H", "H"],
  "xyz": [[-0.007, -2.194, 1.007], [0.119, -1.050, 0.605], [-1.725, 1.354, 0.203], [-0.497, 1.140, -0.285], [1.964, -0.136, -0.847], [0.370, 0.132, 0.170], [2.141, 0.438, -1.826], [-0.091, -3.204, 1.460], [-2.480, 1.918, -0.245], [-1.876, 1.015, 1.286], [-0.150, 1.575, -1.236], [2.231, -0.987, -0.293]],
  "mulliken_charge": [-0.443, 0.015, -0.748, 0.080, 0.245, -0.369, -0.299, 0.410, 0.303, 0.197, 0.264, 0.344],
  "de_lowest_kcal_mol": 112.1,
  "gap_ev": 8.08,
  "total_energy_ha": -323.34104,
  "lumo_ha": 0.0044
}

---

(17)
{
  "formula": "C5H5NO",
  "method": "the ωB97M-V functional and the def2-TZVPD basis",
  "species": ["C", "C", "C", "C", "C", "O", "N", "H", "H", "H", "H", "H"],
  "xyz": [[0.319, -0.770, -2.378], [-0.152, -0.827, -1.285], [-0.433, -0.753, 0.268], [-0.918, 0.622, 0.689], [0.488, 0.967, 1.083], [1.190, 1.858, 1.401], [0.830, -0.324, 0.861], [0.597, -0.609, -3.383], [-0.797, -1.641, 0.839], [-1.600, 0.588, 1.485], [-1.279, 1.332, -0.061], [1.755, -0.444, 0.482]],
  "mulliken_charge": [0.270, -1.030, 0.288, -0.593, 0.429, -0.570, -0.312, 0.435, 0.305, 0.266, 0.256, 0.255],
  "de_lowest_kcal_mol": 66.0,
  "gap_ev": 10.82,
  "total_energy_ha": -323.41443,
  "lumo_ha": 0.0326
}

---

(18)
{
  "formula": "C5H5NO",
  "method": "the ωB97M-V functional and the def2-TZVPD basis",
  "species": ["C", "C", "C", "O", "C", "C", "N", "H", "H", "H", "H", "H"],
  "xyz": [[2.793, -0.727, -0.187], [1.807, -0.189, 0.250], [0.546, 0.341, 0.751], [0.295, 0.388, 1.938], [-0.459, 0.721, -0.292], [-1.499, -0.307, -0.567], [-1.824, 0.918, 0.146], [3.669, -1.212, -0.560], [-0.104, 1.358, -1.099], [-1.439, -1.244, -0.016], [-1.909, -0.390, -1.570], [-1.863, 0.749, 1.151]],
  "mulliken_charge": [0.262, -0.374, 0.178, -0.525, -0.048, -0.484, -0.614, 0.403, 0.366, 0.240, 0.265, 0.331],
  "de_lowest_kcal_mol": 72.7,
  "gap_ev": 10.11,
  "total_energy_ha": -323.40389,
  "lumo_ha": 0.0025
}

---

(19)
{
  "formula": "C5H5NO",
  "method": "the ωB97M-V functional and the def2-TZVPD basis",
  "species": ["N", "C", "C", "C", "C", "C", "O", "H", "H", "H", "H", "H"],
  "xyz": [[1.885, 1.753, -0.934], [1.065, 0.939, -0.863], [0.057, -0.105, -0.848], [-1.289, 0.503, -0.360], [-0.553, -0.439, 0.525], [0.735, -0.636, 1.254], [1.273, -0.148, 2.198], [0.600, -1.095, -1.027], [-1.285, 1.588, -0.216], [-2.250, 0.119, -0.689], [-0.992, -1.437, 0.430], [1.253, -1.432, 0.478]],
  "mulliken_charge": [-0.429, 0.197, -0.354, -0.575, 0.168, 0.044, -0.431, 0.500, 0.283, 0.250, 0.218, 0.130],
  "de_lowest_kcal_mol": 95.3,
  "gap_ev": 10.59,
  "total_energy_ha": -323.36775,
  "lumo_ha": 0.0137
}

---

(20)
{
  "formula": "C5H5NO2",
  "method": "the ωB97M-V functional and the def2-TZVPD basis",
  "species": ["O", "C", "C", "C", "N", "C", "C", "O", "H", "H", "H", "H", "H"],
  "xyz": [[0.943, 1.702, -1.899], [0.298, 0.952, -1.007], [0.964, -0.482, -0.766], [0.048, -0.872, 0.328], [0.272, 0.242, 1.120], [-0.701, 1.040, 0.054], [-1.324, -0.445, 0.150], [-2.281, -0.874, 0.739], [0.707, -1.074, -1.669], [1.910, -0.391, -0.332], [0.480, -1.859, 0.713], [-0.374, -0.073, 1.978], [-0.942, 2.134, 0.592]],
  "mulliken_charge": [-0.562, 0.364, -0.640, -0.100, -0.517, -0.113, 0.426, -0.540, 0.331, 0.355, 0.356, 0.322, 0.317],
  "de_lowest_kcal_mol": 123.7,
  "gap_ev": 9.95,
  "total_energy_ha": -398.58136,
  "lumo_ha": 0.0025
}